Entry 1:
{"formula": "C24H37BrMnN3OSi", "method": "ωB97M-V/def2-TZVPD", "e_above_lowest_kj_mol": 15.8, "lumo_energy_ev": [-7.94, -7.36], "homo_energy_ev": [-15.4, -15.4], "homo_lumo_gap_ev": [7.410, 7.997], "spin_multiplicity": 5, "charge": 2, "symbols": ["Mn", "O", "C", "N", "C", "C", "C", "C", "C", "C", "N", "C", "C", "C", "C", "C", "N", "H", "H", "H", "H", "H", "H", "H", "H", "H", "H", "C", "C", "C", "C", "Si", "Br", "C", "C", "C", "C", "C", "C", "C", "C", "H", "H", "H", "H", "H", "H", "H", "H", "H", "H", "H", "H", "H", "H", "H", "H", "H", "H", "H", "H", "H", "H", "H", "H", "H", "H", "H"], "xyz": [[-0.09866, 2.82048, 0.01967], [-1.13906, 6.62616, -0.35457], [-1.12283, 5.43141, -0.24524], [0.02073, 4.66824, -0.14140], [1.30871, 5.34017, -0.18146], [2.35923, 4.28523, -0.10259], [3.71339, 4.56614, -0.12111], [4.62069, 3.52662, -0.04910], [4.15150, 2.21900, 0.03881], [2.79767, 1.99895, 0.05512], [1.90601, 3.01399, -0.01235], [-2.34225, 4.56382, -0.20601], [-3.61633, 5.06804, -0.29605], [-4.67995, 4.17536, -0.25601], [-4.41913, 2.81890, -0.12730], [-3.11094, 2.38460, -0.04079], [-2.08204, 3.24701, -0.08009], [1.40520, 6.04528, 0.64901], [1.41324, 5.92188, -1.10166], [4.04056, 5.59446, -0.19243], [5.68347, 3.72797, -0.06204], [4.82955, 1.37993, 0.09557], [2.38990, 1.00245, 0.12505], [-3.74799, 6.13703, -0.39502], [-5.69844, 4.53340, -0.32406], [-5.22065, 2.09528, -0.09147], [-2.86859, 1.33744, 0.06346], [2.20616, -1.63151, 1.85299], [1.01032, -2.57483, 1.65308], [1.54209, -4.00950, 1.40749], [0.21538, -2.57492, 2.96560], [-0.04108, -2.19324, 0.12095], [-0.29007, 0.44439, 0.42585], [0.81857, -2.23453, -1.56879], [0.16347, -1.33479, -2.62846], [0.71256, -3.70742, -2.03627], [2.30302, -1.84945, -1.50868], [-1.88167, -2.63929, 0.18104], [-1.90183, -4.16570, 0.44949], [-2.61437, -2.36881, -1.13980], [-2.67331, -1.93681, 1.29518], [2.83730, -2.04603, 2.64308], [1.87783, -0.64680, 2.18857], [2.82688, -1.51971, 0.96560], [2.08152, -4.32657, 2.30331], [2.23859, -4.06463, 0.57156], [0.74377, -4.73554, 1.24136], [0.90106, -2.83034, 3.77729], [-0.58478, -3.31338, 2.98004], [-0.20664, -1.59418, 3.19149], [-0.89749, -1.52529, -2.76794], [0.65775, -1.52296, -3.58470], [0.29735, -0.27744, -2.39667], [-0.31543, -4.00804, -2.23731], [1.14804, -4.41342, -1.32654], [1.26804, -3.80706, -2.97195], [2.44157, -0.81249, -1.19242], [2.72026, -1.93784, -2.51466], [2.89114, -2.49523, -0.85854], [-1.35810, -4.73879, -0.30321], [-2.94199, -4.49917, 0.41785], [-1.51006, -4.42412, 1.43322], [-2.20768, -2.93264, -1.97815], [-2.61104, -1.30810, -1.40250], [-3.65633, -2.67570, -1.02136], [-2.25588, -2.08196, 2.28675], [-3.68451, -2.35099, 1.30329], [-2.76343, -0.86444, 1.11695]], "atomic_forces_ev_per_a": [[0.055, 0.490, -0.103], [0.015, -0.009, -0.002], [-0.053, 0.016, 0.000], [0.030, -0.320, 0.033], [0.004, 0.011, -0.002], [-0.032, 0.009, 0.000], [0.011, -0.002, 0.000], [-0.014, -0.013, 0.000], [0.023, 0.016, -0.008], [-0.011, 0.015, 0.011], [0.063, -0.056, 0.003], [0.037, 0.005, -0.003], [0.000, 0.008, 0.002], [-0.001, -0.021, 0.002], [-0.022, 0.028, 0.001], [0.023, 0.008, -0.002], [-0.065, -0.094, 0.002], [-0.007, -0.003, 0.003], [-0.005, -0.003, -0.002], [0.001, -0.002, 0.001], [-0.001, 0.001, 0.001], [0.000, 0.000, -0.001], [-0.017, 0.000, 0.035], [0.003, -0.001, 0.000], [0.001, 0.000, 0.000], [0.004, -0.004, -0.001], [-0.002, 0.005, -0.003], [0.001, 0.017, -0.043], [-0.007, 0.007, -0.023], [-0.011, 0.004, -0.004], [-0.045, 0.004, -0.017], [0.041, -0.024, -0.033], [-0.029, -0.122, 0.119], [-0.011, 0.029, 0.018], [-0.026, -0.026, -0.010], [0.004, -0.003, 0.012], [0.001, -0.042, 0.002], [0.010, 0.013, 0.006], [-0.028, 0.021, 0.021], [-0.003, -0.002, 0.002], [0.006, -0.021, -0.010], [-0.002, 0.006, -0.002], [0.007, 0.037, -0.019], [-0.018, 0.012, 0.063], [0.004, 0.005, -0.003], [0.021, 0.011, 0.002], [0.027, -0.002, -0.001], [-0.005, 0.004, -0.001], [0.003, 0.016, 0.005], [-0.009, 0.005, 0.001], [0.078, 0.023, -0.018], [0.005, 0.005, -0.003], [0.000, 0.023, 0.012], [-0.003, -0.004, -0.001], [-0.021, 0.010, -0.040], [-0.007, -0.002, -0.006], [-0.004, -0.022, 0.001], [-0.001, 0.000, -0.007], [-0.012, -0.015, -0.020], [0.007, -0.009, -0.009], [0.001, -0.005, -0.005], [-0.018, 0.003, -0.028], [-0.019, -0.010, 0.023], [-0.009, -0.014, 0.013], [-0.003, -0.004, 0.003], [0.031, 0.000, 0.037], [0.001, -0.008, 0.001], [0.002, -0.003, -0.005]]}

Entry 2:
{"formula": "C24H37DyP2Sb", "method": "ωB97M-V/def2-TZVPD", "lumo_energy_ev": [-2.97, -3.06], "homo_energy_ev": [-9.2, -7.6], "homo_lumo_gap_ev": [6.202, 4.556], "spin_multiplicity": 6, "charge": 1, "symbols": ["Dy", "H", "H", "P", "P", "C", "H", "H", "H", "C", "H", "H", "H", "C", "H", "H", "H", "C", "H", "H", "H", "C", "H", "H", "H", "C", "H", "H", "H", "H", "H", "C", "C", "C", "C", "C", "C", "Sb", "C", "C", "C", "C", "C", "C", "C", "C", "C", "C", "C", "C", "H", "H", "H", "H", "H", "H", "H", "H", "H", "H", "H", "H", "H", "H", "H"], "xyz": [[1.99130, -0.24475, -0.27216], [3.67696, 0.88829, 0.14975], [3.63459, 0.40298, 0.80455], [2.03939, 0.68508, -2.84286], [1.84226, -2.66717, 1.06235], [0.46982, -3.03872, 2.21584], [0.67231, -4.01206, 2.68849], [0.37632, -2.26502, 2.98660], [-0.48187, -3.09385, 1.67175], [1.84062, -4.23572, 0.11429], [2.72965, -4.29076, -0.53047], [1.84282, -5.08234, 0.82126], [0.94373, -4.28948, -0.51979], [3.34629, -2.89411, 2.08006], [3.47428, -2.04210, 2.75580], [3.25052, -3.81704, 2.66193], [4.22699, -2.95936, 1.43124], [1.82544, -0.38673, -4.30767], [1.90823, 0.22126, -5.22794], [2.60190, -1.16856, -4.31452], [0.83728, -0.87429, -4.27790], [0.73311, 1.93382, -3.16786], [0.78314, 2.74601, -2.43178], [0.84794, 2.34279, -4.18368], [-0.25303, 1.45508, -3.07994], [3.61491, 1.53264, -3.26169], [4.43383, 0.79954, -3.23855], [3.54731, 1.97356, -4.26709], [3.83077, 2.31557, -2.52332], [1.88685, -1.84084, -1.60671], [1.06143, -1.68437, -1.47371], [-3.11850, -0.17813, 4.89360], [-3.77919, -0.58097, 3.72080], [-3.11322, -0.53990, 2.48744], [-1.79719, -0.06775, 2.41810], [-1.12786, 0.32298, 3.58785], [-1.79056, 0.26886, 4.82002], [-0.79446, -0.01108, 0.53491], [-2.40826, -0.16477, -0.84284], [-2.34541, -1.20272, -1.78657], [-3.44038, -1.44072, -2.62655], [-4.58612, -0.63486, -2.53596], [-4.62613, 0.42433, -1.62398], [-3.53471, 0.66382, -0.76955], [0.12133, 2.06036, 0.51344], [-0.62521, 3.03213, -0.14684], [-0.25558, 4.38282, -0.04904], [0.83736, 4.75347, 0.74656], [1.55338, 3.77719, 1.44126], [1.20818, 2.41924, 1.32646], [-3.64003, -0.21056, 5.85065], [-4.80945, -0.92929, 3.75772], [-3.63211, -0.86439, 1.58304], [-0.09642, 0.68167, 3.55772], [-1.27058, 0.57817, 5.72834], [-1.46078, -1.84296, -1.85790], [-3.39897, -2.26012, -3.34608], [-5.44193, -0.82699, -3.19079], [-5.50172, 1.07554, -1.55649], [-3.58465, 1.48216, -0.04828], [-1.50466, 2.74719, -0.73675], [-0.83741, 5.13763, -0.57786], [1.10995, 5.80428, 0.82765], [2.38362, 4.07281, 2.08707], [1.77256, 1.66124, 1.89659]], "atomic_forces_ev_per_a": [[-0.697, -0.282, 0.864], [1.246, -0.172, 1.748], [1.011, 1.523, -1.142], [-0.126, 0.353, -0.929], [-0.354, -1.169, 0.184], [0.157, -0.150, 0.336], [-0.177, 0.290, -0.001], [-0.015, -0.158, -0.101], [0.272, 0.022, 0.057], [0.093, -0.115, -0.109], [-0.283, -0.019, 0.176], [0.019, 0.239, -0.328], [0.271, 0.007, 0.204], [-0.128, -0.050, 0.159], [0.024, -0.173, 0.000], [0.183, 0.150, 0.006], [-0.164, 0.000, 0.096], [0.032, -0.269, -0.189], [-0.050, -0.301, 0.384], [-0.296, 0.277, -0.041], [0.369, 0.193, -0.013], [0.160, 0.297, -0.291], [0.012, -0.156, -0.224], [-0.123, 0.001, 0.282], [0.281, 0.062, -0.012], [-0.120, 0.170, -0.239], [-0.254, 0.188, -0.019], [0.168, -0.007, 0.268], [-0.028, -0.105, -0.215], [-0.631, -0.288, -0.319], [0.257, -0.537, -0.677], [0.099, -0.012, -0.613], [0.492, 0.077, 0.133], [0.004, 0.136, 0.367], [-0.241, 0.277, 0.130], [-0.429, -0.092, 0.124], [-0.165, -0.137, -0.145], [0.397, -0.003, 0.245], [-0.158, 0.405, -0.016], [-0.424, 0.128, 0.029], [-0.056, 0.247, 0.208], [0.281, 0.013, 0.021], [0.308, 0.073, 0.224], [-0.363, -0.359, -0.490], [-1.229, -0.883, 0.262], [0.198, 0.821, -0.086], [0.045, -0.352, 0.089], [-0.300, -0.336, -0.170], [0.162, -0.200, -0.010], [-0.163, 0.250, -0.260], [0.182, 0.019, -0.265], [0.213, 0.060, 0.050], [0.108, 0.127, 0.262], [-0.260, -0.053, -0.046], [-0.151, -0.083, -0.266], [-0.221, 0.248, 0.067], [-0.045, 0.249, 0.202], [0.346, 0.078, 0.271], [0.261, -0.289, -0.084], [-0.005, -0.253, -0.153], [0.388, 0.168, 0.187], [0.179, -0.135, 0.154], [-0.018, -0.264, 0.040], [-0.238, -0.110, -0.226], [-0.304, 0.368, -0.149]]}

Entry 3:
{"formula": "C24H37N3O6S", "method": "ωB97M-V/def2-TZVPD", "smiles": "CC[C@H](C)[C@H](NS(=O)(=O)c1ccc(C)cc1)C(=O)N1CCC(C(=O)N[C@H](C(=O)O)C(C)C)CC1", "e_above_lowest_kj_mol": 46.8, "lumo_energy_ev": 0.51, "homo_energy_ev": -9.3, "homo_lumo_gap_ev": 9.833, "charge": 0, "symbols": ["C", "H", "H", "C", "H", "H", "C", "C", "H", "H", "H", "H", "C", "N", "S", "O", "O", "C", "C", "C", "C", "C", "C", "H", "H", "C", "H", "H", "H", "H", "H", "H", "H", "C", "O", "N", "C", "H", "C", "H", "H", "C", "C", "O", "N", "H", "C", "C", "O", "O", "H", "H", "C", "C", "H", "H", "H", "C", "H", "H", "H", "H", "H", "C", "C", "H", "H", "H", "H", "H", "H"], "xyz": [[4.96642, 2.02301, 1.79857], [5.91375, 1.51144, 1.64054], [5.17073, 2.94551, 2.33559], [4.31753, 2.31586, 0.44690], [4.93790, 3.05324, -0.06886], [4.32276, 1.41182, -0.16632], [2.87574, 2.85708, 0.50129], [2.62417, 3.76749, 1.70044], [3.38867, 4.53827, 1.75794], [2.62734, 3.18982, 2.61931], [1.65538, 4.25398, 1.60716], [2.72526, 3.44289, -0.41355], [1.81945, 1.72852, 0.46657], [2.05715, 0.74276, 1.49837], [0.86086, -0.40345, 1.73675], [-0.38849, 0.16448, 1.28361], [0.94082, -0.78903, 3.11369], [1.28210, -1.83858, 0.75862], [0.44095, -2.31838, -0.22157], [0.81880, -3.43080, -0.95483], [2.02840, -4.06654, -0.70838], [2.85143, -3.57642, 0.30304], [2.48072, -2.46746, 1.03757], [3.10390, -2.08880, 1.83325], [3.78998, -4.06954, 0.50953], [2.44751, -5.26753, -1.49776], [1.74664, -5.47103, -2.30259], [3.43717, -5.11407, -1.92413], [2.49700, -6.14283, -0.85104], [0.16400, -3.80394, -1.72849], [-0.50143, -1.82963, -0.40841], [2.92994, 0.25724, 1.34262], [0.83174, 2.13661, 0.68897], [1.79399, 1.02226, -0.89113], [2.39275, -0.03806, -1.01767], [1.11845, 1.59524, -1.90799], [0.22909, 2.73000, -1.77492], [0.63387, 3.46032, -1.07716], [-1.17464, 2.25726, -1.34660], [-1.93885, 2.81565, -1.88890], [-1.33406, 2.41091, -0.27914], [-1.29502, 0.76075, -1.66367], [-2.73446, 0.31275, -1.45653], [-3.53556, 0.14391, -2.35310], [-3.01305, 0.12205, -0.15085], [-2.29600, 0.29883, 0.54128], [-4.33687, -0.19648, 0.31683], [-5.07203, 1.05815, 0.76782], [-6.24867, 1.12906, 1.00035], [-4.25173, 2.10486, 0.91278], [-4.75370, 2.87956, 1.21250], [-4.88801, -0.61729, -0.53398], [-4.31067, -1.21957, 1.47843], [-3.28145, -2.31468, 1.20169], [-2.26885, -1.92452, 1.26140], [-3.38127, -3.10396, 1.94275], [-3.44028, -2.74402, 0.21489], [-5.69783, -1.82505, 1.67189], [-5.96519, -2.43169, 0.80959], [-5.71094, -2.45685, 2.55663], [-6.44599, -1.04664, 1.78992], [-4.01607, -0.69183, 2.39233], [-0.67968, 0.21632, -0.94360], [-0.75184, 0.50878, -3.06821], [0.76848, 0.76672, -3.05273], [1.32386, -0.16661, -2.94758], [1.09348, 1.26881, -3.96854], [-1.25861, 1.17000, -3.77177], [-0.95755, -0.51609, -3.37470], [0.18424, 3.20040, -2.76129], [4.33639, 1.39875, 2.42460]], "atomic_forces_ev_per_a": [[-0.010, 0.006, -0.221], [0.080, -0.031, 0.059], [0.011, 0.032, 0.135], [-0.044, 0.039, -0.005], [-0.023, -0.065, -0.060], [0.089, 0.017, -0.109], [-0.089, -0.045, 0.104], [0.001, -0.100, -0.281], [0.063, 0.103, 0.080], [0.023, -0.001, 0.172], [-0.104, 0.070, 0.030], [-0.049, -0.098, 0.067], [-0.236, 0.264, -0.406], [-0.500, -0.449, 0.267], [-0.042, -0.176, 0.734], [0.314, 0.024, -0.283], [0.288, -0.149, -0.146], [-0.222, 0.385, 0.309], [-0.137, 0.144, 0.019], [0.080, -0.006, 0.085], [-0.068, 0.060, -0.006], [-0.066, 0.150, 0.033], [0.090, -0.112, 0.058], [0.170, -0.046, 0.103], [0.100, -0.041, 0.040], [0.011, -0.015, 0.027], [-0.015, -0.054, -0.068], [0.058, -0.041, -0.068], [0.011, -0.096, -0.017], [-0.065, -0.051, -0.073], [-0.149, 0.058, -0.057], [0.213, -0.128, 0.015], [0.097, 0.159, -0.142], [0.270, 0.090, -0.095], [0.137, 0.075, -0.007], [0.150, 0.090, -0.241], [-0.216, 0.157, 0.199], [0.012, 0.040, -0.071], [0.127, -0.121, 0.065], [-0.057, 0.019, 0.021], [-0.028, 0.090, 0.038], [-0.221, 0.017, -0.338], [0.680, -0.004, 0.074], [-0.241, 0.044, -0.322], [-0.200, -0.234, 0.426], [0.006, -0.015, -0.175], [0.029, 0.023, -0.023], [-0.385, -0.049, -0.115], [-0.131, -0.038, -0.015], [0.536, 0.514, 0.078], [-0.170, -0.300, -0.027], [0.042, 0.098, 0.195], [-0.035, -0.136, -0.196], [-0.077, 0.242, 0.176], [0.110, -0.064, -0.046], [-0.002, -0.103, 0.062], [0.006, -0.087, -0.146], [0.099, 0.236, 0.161], [-0.038, -0.098, -0.124], [-0.005, -0.105, 0.068], [-0.108, -0.041, 0.014], [-0.011, 0.010, 0.016], [-0.110, 0.071, -0.105], [-0.124, -0.015, 0.209], [0.158, -0.277, -0.254], [-0.074, 0.155, -0.085], [0.005, -0.068, 0.028], [-0.057, -0.043, -0.045], [-0.017, 0.016, -0.090], [0.043, 0.053, 0.115], [0.015, -0.046, 0.179]]}